Record 1
22
Properties=species:S:1:pos:R:3 method="wB97M-V/def2-TZVPD" homo_ev="-3.8 / -3.4" orbital_gap_ha="0.2697 / 0.2210" charge=-1
C -0.510 0.145 -1.049
C -1.745 -1.287 1.652
C 0.477 -0.624 -1.456
C 1.305 -0.043 -2.593
C 1.210 -1.840 -0.804
C 0.436 1.910 1.463
C -0.937 1.331 1.871
O -3.119 -0.555 -0.595
O -1.961 1.128 0.907
P -1.827 -0.317 0.082
H -2.169 -2.380 1.407
H 2.214 0.496 -2.023
H 1.788 -0.919 -3.217
H 0.657 0.630 -2.992
H 2.390 -1.668 -0.734
H 0.692 -1.955 0.123
H 0.984 -2.654 -1.372
H 1.113 1.064 0.926
H 0.378 2.913 0.938
H 0.817 2.191 2.363
H -1.459 2.014 2.731
H -0.736 0.421 2.371

***

Record 2
23
Properties=species:S:1:pos:R:3 method="wB97M-V/def2-TZVPD" spin_multiplicity=2 homo_ev="-9.8 / -12.3" orbital_gap_ha="0.1373 / 0.2278" charge=+1
C -4.453 2.265 -0.685
C -5.661 2.615 -1.148
H -3.628 0.260 -0.515
H -4.206 2.360 0.375
H -5.902 3.654 -1.383
H -6.397 1.861 -1.436
H -3.828 2.933 -1.355
O 3.039 1.703 1.085
C 2.092 1.604 0.261
O 1.981 2.393 -0.714
O 1.176 0.668 0.496
C 0.055 0.599 -0.379
C -0.805 -0.563 0.088
C -1.922 -0.915 -0.772
C -3.271 -0.960 -0.374
Zn 3.547 3.180 -0.046
H 0.396 0.444 -1.411
H -0.512 1.537 -0.332
H -1.092 -0.508 1.147
H -0.220 -1.513 -0.017
H -1.702 -1.094 -1.832
H -3.935 -1.495 -1.061
H -3.464 -1.208 0.674

***

Record 3
25
Properties=species:S:1:pos:R:3 method="wB97M-V/def2-TZVPD" homo_ev=-2.4 orbital_gap_ha=0.1646 charge=-1
O 0.914 0.226 3.144
C -0.348 0.154 2.848
C -0.935 0.557 1.643
O -0.100 0.759 0.536
C 0.191 2.106 0.219
C 0.966 2.177 -1.081
O 0.144 2.159 -2.229
C 0.177 0.975 -2.993
H -1.097 0.021 3.661
H -1.890 1.088 1.658
H 0.787 2.557 1.032
H -0.745 2.681 0.121
H 1.511 3.133 -1.101
H 1.711 1.362 -1.118
H -0.236 1.215 -3.981
H 1.215 0.629 -3.136
H -0.438 0.181 -2.541
O 1.218 -3.095 -0.397
C 0.043 -3.458 -0.246
C -0.927 -2.760 0.640
O -0.313 -2.563 1.846
Rb 2.226 -1.213 1.638
H -0.440 -4.056 -1.054
H -1.524 -2.313 -0.209
H -2.112 -2.523 1.101

***

Record 4
25
Properties=species:S:1:pos:R:3 method="wB97M-V/def2-TZVPD" homo_ev=-10.0 orbital_gap_ha=0.3874 charge=0
O -4.543 2.675 -0.057
C -3.449 2.846 -0.641
O -2.187 2.896 0.029
C -1.623 1.570 0.189
C -0.087 1.592 0.703
C 0.473 0.065 0.632
C 1.708 -0.055 -0.434
C 1.383 -1.344 -1.347
C 1.516 -2.748 -0.553
O 0.657 -2.841 0.618
S 1.312 -2.034 1.945
O 0.528 -2.576 3.128
O 0.953 -0.386 1.922
H -3.509 3.023 -1.778
H -2.213 0.925 0.940
H -1.669 1.027 -0.827
H 0.495 2.298 0.007
H -0.069 2.001 1.779
H -0.397 -0.550 0.210
H 2.718 -0.193 0.110
H 1.795 0.919 -1.032
H 0.316 -1.180 -1.752
H 2.104 -1.381 -2.249
H 1.181 -3.566 -1.296
H 2.606 -2.982 -0.248

***

Record 5
22
Properties=species:S:1:pos:R:3 method="wB97M-V/def2-TZVPD" smiles=CCCO[C@]12SCC[C@H]1S2 homo_ev=-8.0 orbital_gap_ha=0.3189 charge=0
C -0.866 3.023 2.125
C -0.299 2.573 0.746
C -0.320 1.056 0.509
O 0.434 0.855 -0.734
C 0.529 -0.422 -1.250
S -0.784 -1.147 -2.125
C -0.017 -2.786 -2.044
C 0.336 -2.944 -0.543
C 1.256 -1.802 -0.186
S 2.277 -1.029 -1.455
H -1.862 2.541 2.231
H -0.108 2.999 2.903
H -1.095 4.049 2.135
H 0.597 3.179 0.554
H -0.894 3.052 -0.032
H 0.209 0.492 1.326
H -1.244 0.655 0.379
H 0.893 -2.559 -2.501
H -0.762 -3.443 -2.507
H -0.442 -2.992 0.241
H 0.765 -3.972 -0.492
H 1.397 -1.379 0.720

***

Record 6
20
Properties=species:S:1:pos:R:3 method="wB97M-V/def2-TZVPD" smiles=C[C@@H]1[C@@H]2CSC[C@H]1C2 homo_ev=-8.4 orbital_gap_ha=0.3426 charge=0
C -0.154 2.056 0.927
C -0.921 1.170 -0.047
C -1.321 -0.272 0.355
C -0.252 -0.956 1.211
S 1.375 -1.099 0.371
C 1.205 0.131 -0.979
C -0.238 0.529 -1.280
C -1.225 -0.644 -1.136
H 0.732 1.575 1.344
H -0.791 2.369 1.759
H 0.186 2.979 0.425
H -1.825 1.696 -0.366
H -2.299 -0.398 0.850
H -0.545 -1.994 1.451
H -0.162 -0.423 2.165
H 1.801 1.022 -0.737
H 1.648 -0.339 -1.872
H -0.250 1.108 -2.213
H -0.885 -1.650 -1.402
H -2.169 -0.436 -1.658

***

Record 7
20
Properties=species:S:1:pos:R:3 method="wB97M-V/def2-TZVPD" homo_ev="-6.7 / -6.7" orbital_gap_ha="0.1596 / 0.1572" charge=0
C -2.249 -0.075 -0.421
C -0.997 0.015 0.188
C -3.375 -0.627 0.307
C 0.203 0.485 -0.261
C 1.938 -1.069 -0.349
C 2.462 1.395 0.132
C 1.525 0.206 0.377
Se -5.339 0.097 -0.045
H -2.195 0.307 -1.391
H -1.033 -0.378 1.114
H -3.554 -1.697 0.258
H -3.437 -0.388 1.327
H 0.318 1.039 -1.097
H 2.807 -1.554 0.269
H 2.472 -0.825 -1.351
H 1.188 -1.835 -0.480
H 1.831 2.381 0.442
H 2.754 1.304 -0.976
H 3.434 1.269 0.602
H 1.247 -0.050 1.353

***

Record 8
30
Properties=species:S:1:pos:R:3 method="wB97M-V/def2-TZVPD" homo_ev=-9.2 orbital_gap_ha=0.3410 charge=0
Tl 25.971 8.548 -19.534
B 25.708 10.886 -19.149
H 26.489 10.457 -19.758
H 25.851 10.632 -18.110
H 25.571 11.949 -19.278
H 24.735 10.482 -19.381
C 28.565 7.163 -16.770
C 27.577 7.607 -17.804
O 26.649 6.914 -18.121
O 27.886 8.647 -18.465
H 29.001 8.118 -16.475
H 29.419 6.617 -17.169
H 28.093 6.621 -15.951
C 24.181 7.619 -23.243
C 24.939 7.955 -21.858
O 24.627 7.371 -20.752
O 25.961 8.691 -21.811
H 23.733 6.626 -23.245
H 24.960 7.439 -23.984
H 23.518 8.453 -23.473
C 22.541 7.681 -15.759
C 22.417 8.953 -16.667
O 23.779 9.238 -16.869
C 24.412 8.152 -17.045
O 25.364 8.006 -17.764
O 23.708 7.123 -16.433
F 21.784 9.999 -16.025
H 21.611 7.115 -15.815
H 22.704 7.998 -14.729
H 21.953 8.891 -17.651

***

Record 9
25
Properties=species:S:1:pos:R:3 method="wB97M-V/def2-TZVPD" homo_ev=-3.9 orbital_gap_ha=0.2618 charge=-1
C 2.054 -3.137 1.431
C 1.925 -1.827 1.984
C 1.566 -0.502 2.940
B -0.059 -0.111 2.805
S -0.409 0.521 1.034
P -1.204 -1.672 3.056
N -2.255 -1.701 1.809
H 2.240 -4.306 1.283
H 2.248 0.396 2.603
H 1.736 -0.787 4.087
H -0.391 0.706 3.607
H 0.589 1.485 0.689
H -1.950 -1.612 4.296
H -0.451 -2.903 3.055
H -2.094 -2.603 1.267
N -0.740 1.380 -2.605
C 0.316 2.243 -2.739
C 0.471 2.520 -4.079
C -0.529 1.803 -4.777
C -1.265 1.110 -3.842
H -1.079 1.001 -1.730
H 0.866 2.585 -1.872
H 1.224 3.170 -4.507
H -0.696 1.794 -5.846
H -2.114 0.448 -3.951

***

Record 10
23
Properties=species:S:1:pos:R:3 method="wB97M-V/def2-TZVPD" homo_ev=-7.5 orbital_gap_ha=0.2959 charge=0
C 1.929 -0.070 -1.130
C 0.122 -1.258 -0.298
C 0.978 1.131 -0.647
C -0.496 -2.495 -0.474
C 0.112 1.624 -1.808
C -1.841 -0.439 0.778
C 0.659 0.968 1.802
N -0.492 -0.311 0.289
N 0.101 0.884 0.477
Br 3.443 -0.364 0.179
H 1.610 1.958 -0.364
H 0.084 -3.340 0.025
H -0.392 -2.892 -1.554
H -1.545 -2.532 -0.159
H -0.334 2.542 -1.468
H -0.674 0.942 -1.931
H 0.866 1.845 -2.602
H -2.458 -1.007 0.048
H -1.981 -0.816 1.760
H -2.176 0.661 0.673
H -0.068 1.063 2.603
H 1.190 0.082 1.993
H 1.364 1.824 1.807

***

Record 11
21
Properties=species:S:1:pos:R:3 method="wB97M-V/def2-TZVPD" smiles="C/C=C(/C)[C@H](C)CCl" homo_ev=-9.1 orbital_gap_ha=0.3710 charge=0
C -1.854 -0.118 -1.337
C -1.166 -1.016 -0.338
C -0.068 -0.795 0.403
C 0.429 -1.845 1.361
C 0.788 0.479 0.375
C 0.038 1.734 0.832
C 1.437 0.633 -0.993
Cl 2.717 1.897 -1.002
H -1.886 -0.624 -2.315
H -2.906 0.093 -1.046
H -1.365 0.827 -1.487
H -1.674 -1.971 -0.187
H 1.451 -2.138 1.059
H 0.447 -1.475 2.362
H -0.252 -2.727 1.383
H 1.615 0.325 1.101
H 0.737 2.588 0.900
H -0.385 1.572 1.845
H -0.762 1.998 0.143
H 1.927 -0.313 -1.297
H 0.733 0.877 -1.762

***

Record 12
24
Properties=species:S:1:pos:R:3 method="wB97M-V/def2-TZVPD" homo_ev=-8.5 orbital_gap_ha=0.3150 charge=0
C 0.495 -0.459 -1.654
C -0.870 -0.951 -1.179
C 0.783 0.753 -0.760
C -0.823 -0.774 0.347
C 0.157 0.365 0.560
C 0.139 2.034 -1.301
C -2.185 -0.492 0.976
Si 2.064 -0.551 2.191
Cl 1.490 -2.369 2.851
Cl 3.763 -0.713 1.108
Cl 2.366 0.696 3.750
H 1.248 -1.228 -1.474
H 0.503 -0.206 -2.713
H -1.661 -0.331 -1.602
H -1.059 -1.985 -1.467
H 1.857 0.930 -0.675
H -0.440 -1.698 0.787
H -0.205 1.189 1.161
H -0.943 1.939 -1.342
H 0.504 2.242 -2.303
H 0.386 2.879 -0.664
H -2.585 0.456 0.623
H -2.093 -0.446 2.059
H -2.890 -1.279 0.721